C22H74N3O18 | ωB97M-V with the def2-TZVPD basis set

The value obtained for the molecular weight is 668.84 g mol⁻¹. Its calculated total energy is -2400.34322 a.u. As for the total charge: +1. The calculation puts the HOMO-LUMO gap at 6.90 eV. The highest occupied orbital energy is -11.659 eV. The value obtained for the lowest unoccupied orbital energy is -4.763 eV.

CARTESIAN COORDINATES (ANGSTROEM)
N1 -1.93211 -0.36437 -1.69068
C1 -1.44973 -1.66153 -1.07260
C2 -1.34100 -1.51184 0.57800
N2 -2.26514 -2.26472 1.41665
N3 -2.43302 -2.30985 2.75146
C3 -1.47292 -1.40923 3.38341
C4 -0.31525 -0.49705 2.77096
C5 -0.20592 -0.53244 1.14925
C6 0.89922 0.36405 0.34509
O1 1.42315 -0.23183 -0.89168
O2 2.15889 -1.28145 -0.64096
H1 -2.34437 0.17726 -0.87461
H2 -2.71792 -0.62067 -2.33006
H3 -0.39787 -2.02670 -1.46954
H4 -2.19321 -2.56876 -1.29514
H5 -2.94460 -2.90383 0.89843
H6 -1.58594 -1.35824 4.57307
H7 0.37902 0.13514 3.47272
H8 1.83525 0.48381 1.07656
H9 0.47600 1.46189 0.21298
H10 2.66248 -1.42810 -1.51905
C7 -2.52786 -5.61009 -0.75724
O3 -3.31277 -4.51448 -1.19058
H11 -1.48655 -5.29012 -0.67349
H12 -2.88193 -5.94976 0.21917
H13 -2.59986 -6.42182 -1.48536
H14 -4.23074 -4.82852 -1.25552
C8 0.59593 2.94497 4.25414
O4 1.60776 2.04731 3.83626
H15 -0.37935 2.52836 3.99144
H16 0.65202 3.08042 5.33702
H17 0.72767 3.90496 3.74886
H18 2.46088 2.44353 4.08261
C9 4.51691 4.76049 4.52098
O5 4.06982 3.68771 5.32936
H19 3.66820 5.16213 3.96230
H20 4.93717 5.54520 5.15480
H21 5.27354 4.39922 3.82010
H22 4.84398 3.35209 5.81263
C10 -0.48764 2.54363 -3.78307
O6 -0.51680 2.14987 -2.42354
H23 -0.00479 3.52072 -3.85975
H24 0.08059 1.81241 -4.36321
H25 -1.50907 2.61344 -4.16526
H26 -0.95043 1.28031 -2.38709
C11 1.97124 0.54448 -6.85001
O7 1.11747 0.49214 -5.72193
H27 1.44792 1.04387 -7.66885
H28 2.87337 1.10805 -6.59972
H29 2.23606 -0.47088 -7.15527
H30 1.60866 0.04419 -5.01231
C12 1.03669 2.50778 8.42129
O8 2.41463 2.83193 8.40058
H31 0.71209 2.40198 9.45916
H32 0.46591 3.30759 7.94314
H33 0.87520 1.56466 7.89338
H34 2.67366 2.91940 7.46744
C13 3.03043 4.67054 0.71273
O9 3.00128 4.27678 2.07226
H35 3.51329 5.64764 0.63605
H36 3.59866 3.93933 0.13260
H37 2.00901 4.74035 0.33055
H38 2.56765 3.40722 2.10871
C14 -4.79326 -6.31804 -4.18226
O10 -4.82242 -6.71180 -2.82273
H39 -4.31041 -5.34095 -4.25894
H40 -4.22503 -7.04926 -4.76240
H41 -5.81469 -6.24823 -4.56445
H42 -5.25605 -7.58136 -2.78628
C15 -7.48633 -3.73541 -3.99068
O11 -7.93342 -4.80819 -3.18230
H43 -8.33504 -3.33376 -4.54937
H44 -7.06607 -2.95069 -3.35686
H45 -6.72969 -4.09667 -4.69156
H46 -7.15926 -5.14380 -2.69903
C16 -2.13518 0.02722 -6.86637
O12 -1.12335 -0.87044 -7.28425
H47 -3.11046 -0.38938 -7.12907
H48 -2.07909 0.16268 -5.78349
H49 -2.00344 0.98721 -7.37165
H50 -0.27023 -0.47422 -7.03790
C17 4.02839 4.18585 -6.34342
O13 5.04022 3.28819 -6.76130
H51 3.05311 3.76925 -6.60613
H52 4.08448 4.32131 -5.26055
H53 4.16013 5.14585 -6.84870
H54 5.89334 3.68441 -6.51495
C18 3.56883 -1.72382 2.42433
O14 4.72976 -2.47648 2.72431
H55 3.67130 -0.72536 2.85597
H56 3.45755 -1.64007 1.34049
H57 2.69300 -2.21609 2.85425
H58 4.60983 -3.35665 2.32881
C19 4.97989 8.10495 2.96614
O15 5.97877 7.29222 3.55429
H59 4.05198 7.53244 2.89560
H60 4.81414 8.98796 3.58818
H61 5.29671 8.40600 1.96452
H62 6.78958 7.82668 3.60371
C20 -10.12826 -1.30420 -5.34018
O16 -8.75342 -0.98758 -5.45755
H63 -10.29812 -1.80009 -4.38154
H64 -10.71960 -0.38626 -5.38280
H65 -10.41918 -1.97566 -6.15182
H66 -8.63351 -0.54903 -6.31708
C21 1.92562 -5.14914 2.84773
O17 2.92450 -5.96187 3.43588
H67 0.99771 -5.72164 2.77719
H68 1.75987 -4.26613 3.46977
H69 2.24244 -4.84808 1.84611
H70 3.73531 -5.42740 3.48531
C22 2.17356 -1.65874 8.92283
O18 2.02736 -0.71050 7.88183
H71 1.81155 -2.62861 8.57347
H72 3.22850 -1.74271 9.19517
H73 1.58659 -1.34373 9.78914
H74 2.35654 0.13927 8.22099

Atomic forces in eV per Å
N -0.7969 -0.8770 1.6739
C -0.1616 -2.0929 1.0173
C 1.4130 0.9877 0.5465
N 1.4235 1.0747 -2.2925
N 4.8014 4.3153 0.0677
C 0.2075 0.1614 0.0811
C -2.4602 -2.3052 -3.4516
C -3.0040 -2.2143 4.0936
C 1.1604 -0.2036 1.4412
O -4.8564 5.9805 -0.1075
O 3.9574 -4.7803 -0.3026
H 0.3675 -0.6209 -1.6897
H 0.8074 0.4993 0.7941
H -2.0354 1.1349 0.9443
H 1.5057 1.9410 0.5803
H 1.2121 1.0307 0.5414
H 0.2388 -0.2791 -3.0131
H -1.3299 -1.2391 -1.4726
H -2.1179 -0.4292 -1.2673
H 0.7622 -2.5468 -0.5370
H -1.0896 0.4668 2.0278
C 0.0243 -0.4339 -0.0056
O -0.5621 0.5952 0.1853
H -0.1339 0.0615 -0.0374
H 0.1808 -0.1908 0.0102
H 0.1087 -0.0294 0.1839
H 0.4253 0.0510 -0.2093
C 0.0473 0.3484 0.1731
O 0.4335 -0.2959 -0.4246
H 0.1152 -0.0062 0.0088
H -0.1969 0.1289 -0.0469
H -0.2015 0.0690 0.1334
H -0.0681 -0.2005 0.2100
C 0.3599 0.6713 0.0375
O -0.1974 -0.9806 0.5508
H 0.2721 -0.1985 0.2411
H 0.0554 0.0123 -0.2043
H -0.0693 0.2722 -0.0817
H -0.4985 0.1120 -0.2507
C 0.0523 -0.1827 -0.1210
O -0.0915 -0.1926 0.5831
H -0.0931 -0.1182 0.0755
H -0.1621 0.3222 -0.1585
H 0.0394 0.1316 -0.2310
H 0.2299 0.1590 0.0906
C 0.5216 0.0031 -0.1452
O -0.1107 -0.3497 0.5691
H 0.0092 -0.0583 0.1798
H 0.0677 -0.0303 -0.2812
H 0.1250 0.0960 -0.2201
H -0.3736 0.2514 -0.3635
C -0.0228 0.0504 -0.1987
O 0.4323 -0.1258 -0.3476
H 0.1276 0.0504 -0.1507
H -0.2519 -0.0731 0.0821
H -0.3564 0.0072 0.0426
H 0.0159 0.1265 0.4430
C -0.1013 -0.1223 -0.1369
O -0.3477 -0.5362 0.1069
H -0.0636 -0.1754 0.1008
H -0.0019 0.1520 -0.2194
H 0.0777 0.1099 -0.2502
H 0.1885 0.4030 0.0860
C -0.0808 -0.1012 -0.3820
O -0.2565 -0.3366 0.6375
H -0.0409 -0.1566 0.1136
H -0.0302 0.1675 -0.1757
H 0.1002 0.0573 -0.2101
H 0.2392 0.4807 0.1013
C 0.0461 -0.0161 0.0233
O 0.2665 -0.4571 0.4235
H 0.2119 -0.1150 0.1674
H 0.0190 0.2166 -0.2210
H 0.0229 0.2647 -0.1588
H -0.4846 0.0594 -0.2292
C 0.2976 -0.0227 -0.0408
O 0.3431 -0.0873 -0.0810
H 0.1922 -0.0020 -0.0107
H -0.1789 0.1954 0.0672
H -0.2394 0.1276 0.1310
H -0.4846 -0.2434 0.0807
C 0.1815 0.1444 0.0435
O 0.5111 -0.0987 0.0520
H 0.1901 0.0012 -0.0018
H -0.2319 0.1620 0.0269
H -0.2467 0.0888 0.1106
H -0.4504 -0.3227 -0.2166
C 0.0394 -0.1646 -0.2008
O 0.1062 -0.5340 -0.0067
H 0.0939 -0.1639 0.0254
H -0.2087 0.1468 0.1024
H -0.2214 0.2008 -0.0365
H 0.2109 0.5326 0.1744
C 0.1527 0.1779 -0.0093
O 0.5576 0.0356 0.1178
H 0.1781 0.0058 0.0623
H -0.2166 0.0775 -0.1652
H -0.2369 0.1268 -0.0573
H -0.4255 -0.3939 0.0170
C -0.1195 0.0896 -0.1895
O 0.4601 0.2688 -0.3780
H 0.1106 0.0944 -0.1329
H -0.2233 -0.1493 0.0599
H -0.2538 -0.0315 0.1037
H 0.0165 -0.2506 0.5311
C 0.2632 0.0060 0.1154
O 0.3870 0.1460 0.0089
H 0.2004 0.0041 0.0444
H -0.2188 0.1180 -0.1051
H -0.2373 0.1497 -0.1446
H -0.4016 -0.4216 0.1340
C 0.0969 0.1031 0.1565
O 0.0308 0.5512 -0.2272
H 0.0467 0.1975 -0.0186
H -0.0700 -0.1970 0.1663
H 0.0625 -0.2250 0.1331
H -0.0875 -0.3959 -0.2158

---

C22H74N4O15 | ωB97M-V with the def2-TZVPD basis set

As for the energy above the lowest of the compared OMol25 structures with the same formula, charge and spin: 106.5 kcal per mole. The value obtained for the molecular weight is 634.85 g mol⁻¹. Its calculated total energy is -2229.88372 a.u. The calculation puts the HOMO-LUMO gap at 8.23 eV. The highest occupied orbital energy is -8.321 eV. The value obtained for the lowest unoccupied orbital energy is -0.093 eV.

CARTESIAN COORDINATES (ANGSTROEM)
C1 -9.69287 -7.02876 -22.00719
C2 -10.45510 -6.65443 -20.73904
O1 -10.97564 -7.79389 -20.17195
H1 -8.82689 -7.63576 -21.75645
H2 -9.38064 -6.14715 -22.58604
H3 -10.28435 -7.48841 -22.72308
H4 -11.25588 -5.99207 -21.00449
H5 -9.83882 -6.07318 -20.06485
H6 -10.29606 -8.21816 -19.63032
C3 -6.67152 -2.82053 -13.10440
C4 -6.98145 -3.13848 -11.64162
O2 -5.89107 -3.77657 -11.08966
H7 -7.35667 -2.06506 -13.34509
H8 -7.02811 -3.75744 -13.66164
H9 -5.65724 -2.45106 -13.29560
H10 -7.97348 -3.72919 -11.63727
H11 -7.06168 -2.21740 -11.13401
H12 -5.36601 -2.97214 -11.01216
C5 -10.20655 -5.70567 -11.04483
C6 -9.99060 -6.01097 -12.50076
O3 -8.62850 -6.36658 -12.66692
H13 -11.18839 -5.40313 -10.66774
H14 -9.44762 -5.04256 -10.68099
H15 -10.07852 -6.61762 -10.41386
H16 -10.28927 -5.17532 -13.15653
H17 -10.56715 -6.88467 -12.78202
H18 -8.48298 -7.08528 -12.06909
C7 -7.27725 -4.59973 -20.67046
C8 -6.56950 -3.81157 -19.60161
O4 -5.37257 -4.47945 -19.22160
H19 -6.54108 -4.86141 -21.33952
H20 -8.00783 -4.03810 -21.20588
H21 -7.66695 -5.50991 -20.21179
H22 -7.06839 -3.55928 -18.67737
H23 -6.18977 -2.87935 -20.00193
H24 -4.86919 -3.83405 -18.82307
C9 -10.32214 -7.91744 -15.48885
C10 -11.51483 -7.07046 -15.63426
O5 -12.56761 -8.02728 -15.59187
H25 -10.54065 -8.45758 -14.64515
H26 -9.40055 -7.31562 -15.32834
H27 -10.13530 -8.56517 -16.26999
H28 -11.40511 -6.52752 -16.66797
H29 -11.60880 -6.26324 -14.88314
H30 -13.33938 -7.48266 -15.48906
C11 -5.94079 -0.27618 -16.11805
C12 -5.14463 -0.46341 -17.34864
O6 -5.47573 0.47818 -18.40808
H31 -5.60714 0.48379 -15.49966
H32 -5.85559 -1.21706 -15.60617
H33 -6.91769 -0.14136 -16.35457
H34 -5.10619 -1.53816 -17.55025
H35 -4.07350 -0.27854 -16.96073
H36 -4.79428 0.49814 -19.04546
C13 -8.14033 -2.93829 -16.25993
C14 -7.87379 -4.50634 -16.25718
O7 -8.61593 -4.92350 -17.39212
H37 -7.67304 -2.37156 -17.06161
H38 -7.75904 -2.58796 -15.35186
H39 -9.20683 -2.59731 -16.23752
H40 -8.33826 -4.97026 -15.34656
H41 -6.81031 -4.77858 -16.24771
H42 -8.56289 -5.90740 -17.36566
C15 -8.36858 -8.84037 -18.47473
O8 -8.70569 -7.49336 -18.12807
N1 -9.18104 -9.84842 -18.35208
N2 -7.33682 -9.11668 -19.28754
H43 -10.10419 -9.77050 -17.80596
H44 -9.00839 -10.75866 -18.84798
H45 -6.63741 -8.33409 -19.53833
H46 -7.50415 -9.94320 -19.93347
C16 -8.40105 -1.30603 -20.30392
O9 -7.78547 -0.77827 -21.45291
N3 -7.98112 -0.86497 -19.13919
N4 -9.55505 -1.84524 -20.23729
H47 -7.06370 -0.38638 -19.08356
H48 -8.49241 -0.92774 -18.31349
H49 -9.79979 -2.16025 -21.19649
H50 -9.99370 -2.23898 -19.33988
C17 -9.84086 1.26326 -17.12753
O10 -9.84959 -0.09167 -16.69918
H51 -8.78470 1.51620 -17.23817
H52 -10.49221 1.85510 -16.57922
H53 -10.00099 1.37728 -18.19533
H54 -10.74534 -0.40283 -16.81738
C18 -8.13689 1.32305 -14.01843
O11 -8.64533 -0.00703 -14.20283
H55 -8.84167 1.98903 -14.43492
H56 -7.29672 1.56721 -14.65195
H57 -8.15230 1.66995 -12.98918
H58 -8.73990 -0.22760 -15.15163
C19 -11.30425 -2.59663 -14.46322
O12 -12.23454 -2.73401 -13.44903
H59 -10.51948 -3.32003 -14.35537
H60 -10.97946 -1.58585 -14.51608
H61 -11.76534 -2.80319 -15.42852
H62 -12.81233 -3.46328 -13.66523
C20 -11.73775 -4.35045 -18.46153
O13 -10.75683 -3.39375 -18.30574
H63 -12.29759 -4.25018 -19.41943
H64 -12.47291 -4.46275 -17.62695
H65 -11.24278 -5.35621 -18.54496
H66 -9.90133 -3.69676 -18.14170
C21 -3.98921 -4.83096 -14.31275
O14 -4.49958 -4.32822 -15.49786
H67 -4.09655 -5.90232 -14.31382
H68 -4.66790 -4.42390 -13.57199
H69 -2.95498 -4.45916 -14.20930
H70 -4.98128 -3.50538 -15.38983
C22 -6.78005 -7.87659 -15.47167
O15 -5.95610 -8.77368 -14.83205
H71 -7.62759 -8.46995 -15.88091
H72 -6.19469 -7.45351 -16.26438
H73 -7.22012 -7.15034 -14.71883
H74 -5.65137 -9.38706 -15.47704

Atomic forces in eV per Å
C 1.1532 1.8656 0.7272
C 0.8951 0.5921 -1.4938
O -0.7317 -1.3051 1.1054
H 0.1605 -0.0860 -0.1346
H 0.4305 0.1002 0.5653
H -1.4480 -1.5387 -0.9532
H -0.7729 0.2163 -0.1664
H 0.4071 -0.0979 0.3151
H -0.1880 0.4199 -0.0721
C -1.2711 -2.1481 -0.0408
C -1.6913 -0.5674 -2.0762
O 0.9422 -0.5894 1.0466
H -0.9477 1.3386 -0.8436
H 1.3009 1.2898 0.2454
H -0.1147 -0.4191 0.0558
H 1.7565 0.7576 0.4619
H -0.9999 1.2081 0.8037
H 1.0705 -0.8069 0.5226
C -0.5464 -1.0896 1.6207
C -0.4617 -0.2914 0.3171
O 0.1494 1.0740 -1.0896
H -0.0394 0.4920 -0.7635
H 0.2565 0.6935 0.1141
H 0.2784 0.1612 -0.6587
H 0.5855 -0.2665 0.1961
H -0.5813 -0.0489 -0.2198
H 0.3866 -0.6815 0.5050
C -0.6476 -0.0713 2.3483
C 1.0129 1.0533 -0.1101
O -1.2641 -2.9988 -1.1727
H 1.6914 -0.7380 -1.7315
H -0.7517 0.3746 -0.1061
H -0.3338 -0.0066 -0.1911
H -0.9405 -0.2345 -0.1610
H -0.5320 0.5841 -0.5200
H 2.0006 1.8438 1.5021
C 1.8619 2.8553 1.0323
C 0.3725 1.0803 -2.8328
O -0.2694 0.8871 -0.0201
H 0.1037 -1.6828 2.3059
H -0.6332 -0.4246 -0.0551
H 0.0734 -1.0603 -1.7368
H -0.7226 -0.8528 1.6167
H 0.0160 -0.5853 -0.0347
H -1.0189 -0.1554 -0.0464
C 1.1839 -1.4770 -0.4492
C 3.3591 0.9461 0.4134
O -1.1916 -1.1757 2.1864
H 0.6688 1.5970 1.0715
H -0.1427 -0.3191 0.6697
H -3.1828 0.4174 -0.5280
H -0.5449 0.1634 -1.1889
H -1.1017 -0.0705 -1.0921
H 1.2245 -0.0894 -1.1099
C -0.4081 -1.1338 0.1445
C -1.9087 2.1912 0.1861
O 0.5451 -1.6478 0.2738
H 0.2659 -0.4528 -0.1872
H 0.7183 0.9030 1.3121
H 0.6246 -0.9830 -0.1945
H 0.3829 0.4977 -0.3986
H -0.1511 0.1846 -0.4273
H -0.2708 0.4920 -0.7988
C -0.8668 7.7186 -0.5129
O 1.7941 -7.1580 -1.2295
N -3.8725 -2.7709 1.5891
N 1.9706 0.5427 -1.4137
H 2.2088 -0.0309 -1.3145
H -0.2465 1.5222 1.0674
H -1.8985 -1.9053 0.4496
H 0.9868 1.8353 1.1065
C 4.3704 6.1813 -4.6861
O -2.7037 -3.6369 4.8215
N 3.9265 1.2558 0.6890
N -3.7025 -3.1902 -1.6494
H -1.0333 -0.3268 -0.2119
H -1.0978 -0.2996 1.3161
H -0.6192 0.0191 1.3823
H 0.5491 0.4904 -2.1507
C 2.2536 -1.1805 -2.2614
O -0.1158 -0.0388 -0.3371
H 0.0931 0.6351 1.3463
H -0.7208 1.4017 1.2100
H -1.1638 -0.3940 -0.3895
H -0.2941 -0.4911 0.0633
C -1.2587 -0.3479 -1.0425
O 0.7721 -0.0112 0.5649
H -1.3514 0.9982 -0.6419
H 1.0195 -0.3234 0.6090
H 0.8057 -0.7970 0.2560
H -0.1172 0.5323 0.6246
C -0.5061 -0.6269 -1.2923
O -0.8861 0.1519 1.1978
H 0.9567 -0.0799 0.0770
H 0.7227 0.7596 0.3250
H -0.0571 -0.0627 -0.3897
H -0.1805 -0.1671 0.0782
C -0.2636 -2.8503 -0.5836
O -2.3532 2.8490 -0.1115
H 0.3137 0.3722 0.6373
H 0.5947 0.6317 -0.3786
H -0.5368 0.7122 0.1448
H 2.1570 -1.9947 0.8489
C -0.2437 1.1574 0.7343
O -0.4586 0.1658 -2.6127
H 0.3519 -0.4340 -0.0022
H 0.5582 -0.3367 1.0638
H -0.2521 -0.5509 0.4614
H 0.0774 -0.0727 0.3925
C -1.9391 0.0163 0.1550
O 0.9690 -0.5418 2.2404
H 0.1964 0.7952 -0.1015
H -0.2602 1.0912 -0.6085
H 0.8280 -0.6498 -1.0078
H 0.4557 -0.7486 -0.5824